# 1
Molecular formula: C3H7N3
Method: DFT, the ωB97M-V functional and the def2-TZVPD basis

- charge = 0
- highest occupied orbital energy (eV) = -6.944
- SMILES = C=C(C)N.N#N
- energy relative to the best compared isomer or geometry (same formula, charge and spin) (eV) = 1.431
- E (eV) = -7693.249

Each line ends with the Mulliken charge.
Positions of all 13 atoms, in Å:
C: -0.43250 -1.07318 -0.62725  -0.90
C: 0.32437 -0.13050 0.05772  0.74
C: 0.27530 1.33275 -0.23280  -1.17
N: 1.29485 -0.53902 0.92981  -0.44
H: -0.58744 -0.94064 -1.69258  0.25
H: -0.45917 -2.09654 -0.28678  0.31
H: 0.61968 1.52678 -1.25103  0.27
H: -0.74481 1.71052 -0.14413  0.32
H: 0.87370 1.93379 0.45005  0.35
H: 1.45822 -1.52445 1.04898  0.21
H: 2.06716 0.07616 1.12860  0.20
N: -2.40874 0.35089 0.58536  -0.27
N: -2.28061 -0.62655 0.03404  0.13

# 2
Molecular formula: C6H7BaO6
Method: DFT, the ωB97M-V functional and the def2-TZVPD basis

- charge = 0
- highest occupied orbital energy (spin up / spin down) (eV) = -7.066 / -9.087
- multiplicity = 2
- <S²> = 0.754
- E (eV) = -19309.962

Each line ends with the Mulliken spin population.
Positions of all 20 atoms, in Å:
O: -1.07384 0.32432 1.09612  0.00
O: -0.91979 1.79825 -0.66732  0.00
C: 0.06445 2.72230 -0.23726  0.00
C: 1.34362 1.90028 -0.32518  0.00
O: 0.89939 0.58642 0.00327  0.00
C: -0.62145 0.54525 -0.12649  0.01
H: 0.05279 3.58608 -0.91022  0.00
H: -0.13764 3.05688 0.79197  0.00
H: 2.11651 2.22106 0.38222  0.00
H: 1.75138 1.90010 -1.34614  0.00
Ba: 0.73497 -0.57555 2.14372  0.00
O: 0.76305 -2.38799 2.40251  0.01
O: -0.12908 -2.25021 0.44991  0.08
C: -0.66589 -1.92890 -0.73633  0.81
C: -0.96518 -0.54198 -1.15991  -0.06
O: -0.18695 -4.23072 1.46813  0.04
C: 0.23177 -3.09784 1.49241  0.00
H: -0.79285 -2.87898 -1.24815  0.01
H: -0.42763 -0.29406 -2.09001  0.05
H: -2.03763 -0.45470 -1.38323  0.05

# 3
Molecular formula: C24H20ClN2O2PdS
Method: DFT, the ωB97M-V functional and the def2-TZVPD basis

- charge = +1
- highest occupied orbital energy (spin up / spin down) (eV) = -10.503 / -10.500
- energy relative to the best compared isomer or geometry (same formula, charge and spin) (eV) = 0.134
- multiplicity = 3
- <S²> = 2.011
- E (eV) = -59118.556

Each line ends with the Mulliken spin population.
Positions of all 51 atoms, in Å:
Pd: -0.13240 0.22348 0.48426  1.37
Cl: 3.64310 -5.58335 -2.01601  0.00
C: 2.53323 -4.42952 -1.35150  0.02
C: 1.41669 -4.87627 -0.62634  -0.02
C: 0.53183 -3.97869 -0.09680  0.04
C: 0.69352 -2.58440 -0.25752  0.01
O: -0.21879 -1.80748 0.25680  0.15
C: 1.83017 -2.14278 -0.98114  -0.01
C: 2.17668 -0.77932 -1.20931  0.00
N: 1.52811 0.26853 -0.83516  0.17
C: 2.02251 1.58369 -1.03103  0.01
C: 3.26928 1.90445 -1.49219  0.02
C: 3.66472 3.24676 -1.66685  0.00
C: 2.80625 4.26661 -1.38360  0.01
C: 1.51082 3.97257 -0.89979  0.00
C: 0.56314 4.97872 -0.60887  0.00
C: -0.67671 4.63746 -0.15901  0.00
C: -0.96563 3.27747 0.04032  0.00
N: -0.10850 2.31528 -0.20836  0.05
C: 1.12762 2.63391 -0.70266  -0.01
C: 2.73251 -3.09605 -1.51980  -0.01
H: 1.26533 -5.93943 -0.49169  0.00
H: -0.33402 -4.31298 0.45977  0.00
H: 3.09646 -0.64001 -1.77616  0.01
H: 3.98450 1.12776 -1.72752  0.00
H: 4.66127 3.45751 -2.03043  0.00
H: 3.09879 5.30001 -1.51964  0.00
H: 0.83627 6.01690 -0.75531  0.00
H: -1.42982 5.38285 0.05503  0.00
H: -1.93477 2.97182 0.41085  0.01
H: 3.59656 -2.75277 -2.07633  0.00
C: -5.59254 1.19010 1.88195  0.00
C: -4.15104 0.82731 2.10266  0.02
C: -3.21782 1.79304 2.50041  0.00
C: -1.90169 1.45659 2.74240  0.01
C: -1.50279 0.12703 2.58494  0.02
C: -2.41220 -0.84915 2.18143  0.00
C: -3.72476 -0.48778 1.93248  -0.01
S: 0.14599 -0.36133 3.08858  0.00
C: 0.09636 0.10417 4.81032  0.00
O: 1.03162 0.68554 2.39109  0.13
H: -5.73614 2.26880 1.85956  0.00
H: -6.20768 0.78564 2.68818  0.00
H: -5.96574 0.76943 0.94808  0.00
H: -3.53792 2.82093 2.62884  0.00
H: -1.17886 2.20538 3.04637  0.00
H: -2.07984 -1.87058 2.04578  0.01
H: -4.43254 -1.24132 1.60912  0.00
H: -0.41647 1.05416 4.93795  0.00
H: 1.13597 0.17557 5.12994  0.00
H: -0.40815 -0.69475 5.35392  0.00

# 4
Molecular formula: C2H3BrSi
Method: DFT, the ωB97M-V functional and the def2-TZVPD basis

- charge = 0
- highest occupied orbital energy (spin up / spin down) (eV) = -8.600 / -8.757
- SMILES = BrC1=C[SiH2]1
- energy relative to the best compared isomer or geometry (same formula, charge and spin) (eV) = 4.388
- E (eV) = -80036.879

Each line ends with the Mulliken charge.
Positions of all 7 atoms, in Å:
Br: -2.82473 -0.34302 0.03846  -0.03
C: -0.96355 -0.21665 0.11317  -0.05
C: 0.30292 1.11161 -0.03110  -0.38
Si: 0.80610 -0.63405 0.02122  0.27
H: -0.22922 2.10384 -0.16569  0.37
H: 1.62085 -0.98932 -1.22515  -0.09
H: 1.28764 -1.03242 1.24909  -0.09

# 5
Molecular formula: C2H3NO3
Method: DFT, the ωB97M-V functional and the def2-TZVPD basis

- charge = 0
- highest occupied orbital energy (eV) = -10.586
- SMILES = NC(=O)OC=O
- energy relative to the best compared isomer or geometry (same formula, charge and spin) (eV) = 0.693
- E (eV) = -9755.397

Each line ends with the Mulliken charge.
Positions of all 9 atoms, in Å:
N: 1.64144 0.07376 -0.29342  -0.36
C: 0.44421 0.41783 0.21180  0.59
O: 0.20090 1.36833 0.88454  -0.47
O: -0.43925 -0.78889 0.09056  -0.31
C: -1.70763 -0.41091 -0.04514  0.23
O: -2.62271 -1.09266 -0.36203  -0.45
H: 2.45440 0.57384 0.02384  0.25
H: 1.78376 -0.85048 -0.66214  0.25
H: -1.75511 0.70918 0.15199  0.28

# 6
Molecular formula: C18H33BrClN6O12P
Method: DFT, the ωB97M-V functional and the def2-TZVPD basis

- charge = 0
- highest occupied orbital energy (eV) = -9.147
- SMILES = COCCCCCCC[C@]1(CC(=O)Br)[C@H](P(=N)(O)O)NC(=O)[C@]1(Cl)OC#N.C[N+](=O)[O-].C[N+](=O)[O-].C[N+](=O)[O-]
- E (eV) = -144553.989

Each line ends with the Mulliken charge.
Positions of all 72 atoms, in Å:
C: 3.21257 1.77821 2.63613  -0.46
O: 3.75651 0.65095 1.95423  -0.44
C: 2.99004 0.33670 0.76636  0.94
C: 3.22726 -1.18525 0.40952  -0.69
C: 2.27633 -1.78656 -0.71112  -0.71
C: 0.73540 -1.54665 -0.46944  -0.35
C: 0.12992 -2.15644 0.87207  -0.91
C: -0.59414 -1.01507 1.70695  -0.02
C: -2.12777 -0.89460 1.37359  -2.22
C: -2.79953 0.49013 1.71175  2.40
C: -4.33587 0.08215 1.91501  -1.16
C: -5.03591 -0.38389 0.60196  0.16
O: -5.67754 0.33984 -0.05661  -0.42
Br: -4.94803 -2.26012 -0.04633  -0.18
C: -2.82865 1.66613 0.64286  -0.73
P: -1.52737 1.78268 -0.69644  0.82
N: -1.55375 0.62424 -1.74370  -0.73
O: -0.07118 1.98848 0.05379  -0.46
O: -1.87937 3.16475 -1.55142  -0.46
N: -2.65786 2.94179 1.43018  -0.46
C: -3.01370 2.70965 2.80611  0.04
O: -3.54284 3.40705 3.57737  -0.47
C: -2.45235 1.21649 3.05191  0.10
Cl: -3.30270 0.73550 4.57540  -0.12
O: -1.04743 1.49342 3.36935  -0.22
C: -0.71191 0.96304 4.56467  0.55
N: -0.15769 0.51329 5.44073  -0.48
H: 2.93055 1.52362 3.68898  0.23
H: 2.33895 2.24428 2.12025  0.08
H: 4.03123 2.54232 2.70587  0.28
H: 1.91073 0.46195 1.02749  -0.64
H: 3.24206 1.05164 -0.04736  0.24
H: 4.27175 -1.26565 0.01310  0.42
H: 3.11132 -1.76084 1.35713  0.13
H: 2.53063 -1.29310 -1.69961  0.16
H: 2.47090 -2.87095 -0.86354  0.47
H: 0.17260 -2.03016 -1.31042  0.43
H: 0.48765 -0.46457 -0.47412  -0.02
H: 0.88490 -2.67369 1.50805  0.29
H: -0.64778 -2.92744 0.64092  0.48
H: -0.53346 -1.36598 2.77464  0.45
H: -0.02931 -0.05905 1.67740  -0.25
H: -2.31870 -1.23375 0.32536  0.31
H: -2.64120 -1.65727 2.01310  0.64
H: -4.95768 0.91740 2.32367  0.50
H: -4.45636 -0.75549 2.64598  0.72
H: -3.76649 1.88297 0.08532  0.42
H: -2.28728 -0.03327 -1.47186  0.28
H: -0.14807 2.03351 1.02381  0.28
H: -1.62026 3.95794 -1.04615  0.34
H: -1.72876 3.36283 1.39856  0.44
C: 2.64509 -6.08198 2.03736  -0.83
N: 2.79293 -4.81063 1.27824  0.89
O: 3.83408 -4.19962 1.40759  -0.52
O: 1.85231 -4.47622 0.57932  -0.43
H: 3.55102 -6.25253 2.61106  0.32
H: 1.78552 -5.97301 2.69467  0.30
H: 2.48906 -6.87885 1.31413  0.29
C: 2.17713 0.88343 -4.45134  -0.79
N: 3.28416 0.88215 -3.45972  0.86
O: 4.41509 1.06089 -3.86871  -0.57
O: 2.96637 0.69992 -2.29825  -0.48
H: 2.59279 1.05375 -5.43852  0.37
H: 1.69317 -0.09027 -4.39839  0.32
H: 1.48885 1.67817 -4.18294  0.25
C: -1.63037 2.51028 -6.12378  -0.74
N: -0.15437 2.41265 -5.97670  0.89
O: 0.36479 3.07367 -5.09310  -0.53
O: 0.42774 1.67569 -6.75406  -0.51
H: -2.01047 3.19512 -5.37198  0.29
H: -1.83531 2.88115 -7.12536  0.29
H: -2.03997 1.51310 -5.98101  0.30

F_max (computed, eV/Å): 5.2 14.2 1.0 6.8 2.9 4.4